Here is a 19-piece molecular cluster, C2H41O19 overall in a non-equilibrium geometry from the Open Molecules 2025 dataset. Energies are from ωB97M-V/def2-TZVPD.

Structure (XYZ):
```
62
Properties=species:S:1:pos:R:3:forces:R:3
C 12.452 19.268 12.542 1.2 -1.6 -0.2
C 12.116 20.740 12.296 -0.1 -1.5 2.3
O 13.020 21.450 13.081 0.0 0.4 -1.4
H 13.494 18.954 12.212 -1.5 0.7 -0.1
H 11.746 18.536 12.181 -0.3 -0.1 -0.9
H 12.521 18.890 13.572 -0.4 1.3 0.4
H 11.104 20.930 12.641 -0.4 -0.1 0.1
H 12.050 20.999 11.246 0.6 0.0 -0.8
O 8.715 20.344 12.363 1.1 1.0 -0.9
H 8.129 19.753 12.786 -1.4 -0.7 0.4
H 8.282 20.782 11.614 0.1 -0.4 0.2
O 9.068 16.769 12.465 -1.1 -1.5 2.4
H 9.352 17.373 11.830 1.1 1.7 -2.4
H 8.438 17.307 12.955 -0.2 -0.4 0.2
O 14.944 20.856 11.389 0.3 -0.5 -1.2
H 14.168 21.051 11.941 -0.3 0.6 0.7
H 15.602 20.625 12.032 0.6 -0.1 0.2
O 11.980 16.324 10.378 -0.7 0.1 -0.3
H 12.309 15.477 10.663 0.0 -0.6 0.2
H 12.769 16.875 10.308 0.6 0.5 0.0
O 12.102 15.966 13.278 0.0 -0.8 0.4
H 11.766 16.433 12.516 -0.2 0.3 -0.3
H 12.487 16.605 13.875 0.2 0.3 0.0
O 12.024 24.092 13.758 0.4 0.0 0.4
H 12.456 23.257 13.487 -0.1 0.3 -0.1
H 12.450 24.266 14.618 -0.3 -0.2 -0.5
O 9.934 21.467 9.568 0.0 0.4 0.4
H 10.666 20.846 9.447 -0.3 0.2 0.1
H 10.186 22.078 10.286 0.1 -0.4 -0.5
O 13.836 18.256 9.896 -0.2 0.1 -0.6
H 13.076 18.799 9.558 1.2 -0.8 1.3
H 14.207 18.760 10.628 0.2 0.2 -0.1
O 9.679 18.277 10.354 0.7 0.8 -0.2
H 10.412 18.907 10.474 -0.7 0.2 0.3
H 10.160 17.624 9.850 0.0 -1.0 -0.2
O 14.347 22.755 14.821 2.0 1.2 1.7
H 15.200 22.314 14.979 -0.7 0.4 0.1
H 13.958 22.254 14.131 -0.8 -0.7 -1.2
O 13.321 19.345 16.438 0.1 -1.5 1.3
H 12.716 19.947 16.053 -1.4 1.5 -0.2
H 13.996 19.379 15.780 1.2 -0.3 -0.3
O 11.601 21.459 15.419 0.1 0.8 2.2
H 11.975 21.376 14.565 0.8 0.0 -1.6
H 11.016 20.729 15.529 -1.0 -0.8 -0.1
O 11.853 19.396 8.752 -1.3 0.7 0.5
H 12.603 19.886 8.471 1.0 1.2 -0.8
H 11.927 18.573 8.300 -0.3 -1.2 -0.8
O 15.137 17.229 13.252 -1.2 0.5 -0.9
H 15.098 18.190 13.308 -0.5 0.2 0.1
H 15.951 17.072 13.674 1.6 -0.8 0.9
O 10.094 19.187 14.621 -0.5 0.4 -0.1
H 9.789 19.548 13.775 0.3 0.1 0.2
H 10.075 18.245 14.493 0.2 -0.8 0.0
O 9.577 22.749 13.750 -1.8 -1.4 -0.9
H 10.423 23.150 13.652 1.5 1.0 0.2
H 9.581 21.980 13.140 -0.2 0.8 0.8
O 14.959 20.024 14.538 0.6 -1.2 0.7
H 15.798 20.166 14.142 1.0 0.4 -0.5
H 14.277 20.381 13.978 -1.1 0.9 -0.9
O 12.903 23.498 11.016 -0.2 0.1 0.5
H 12.929 22.649 11.481 0.3 0.4 0.5
H 12.876 23.243 10.110 0.0 -0.1 -1.2
```
Forces are in eV/Å.

Computed properties:
HOMO-LUMO gap (eV): 8.78
Lowest unoccupied orbital energy (eV): 1.912
Relative energy (zero: lowest compared OMol25 entry of this formula, charge and spin) (kJ/mol): 160.7
Net charge: -1
Electronic energy (eV): -41643.810